ORCA calculation (ωB97M-V/def2-TZVPD) on a cluster of 7 separate species, C20H52Br2Cl4N4O4 in total at a distorted geometry.

Kohn-Sham gap in eV: 9.33
Total energy in eV: -225905.8356
LUMO in eV: 0.284
HOMO level in eV: -9.05

The geometry in XYZ format:
```
86
Properties=species:S:1:pos:R:3:forces:R:3
C -0.305 -3.288 4.325 0.1134 -0.8532 0.8065
O -0.177 -2.700 5.607 0.4477 1.2419 -0.1262
C 0.213 -3.558 6.645 -0.3203 -1.3421 -0.3921
C 1.667 -4.011 6.645 0.1609 0.6898 0.2715
C 1.906 -4.987 7.788 -0.0266 -0.5952 -0.2329
N 2.573 -2.857 6.793 -0.2046 -0.1698 -0.0892
H -0.141 -2.563 3.534 -0.1127 0.1990 0.1917
H -1.299 -3.740 4.273 -0.0626 0.0047 -0.3705
H 0.435 -4.088 4.216 -0.0334 0.0084 -0.2389
H -0.044 -3.104 7.601 0.0606 0.2810 -0.0685
H -0.373 -4.485 6.551 -0.1351 0.0051 0.2538
H 1.896 -4.521 5.700 -0.2176 -0.1110 0.0804
H 2.982 -5.134 7.879 -0.0248 -0.1200 0.1373
H 1.439 -5.954 7.574 0.1221 0.0130 -0.0736
H 1.516 -4.683 8.760 0.0471 0.4364 -0.1116
H 3.406 -3.068 6.256 0.1150 0.3448 0.1183
H 2.144 -2.028 6.393 0.0850 -0.0787 -0.1136
C 4.505 1.900 -3.329 0.7675 -0.1572 -0.2599
O 4.542 0.526 -3.026 -0.3182 -0.2752 0.1447
C 3.659 -0.283 -3.825 0.7159 1.1084 0.7014
C 3.977 -1.707 -3.452 0.6593 -0.4391 0.2332
C 3.409 -2.752 -4.377 -0.3154 -1.0149 -0.2444
N 3.642 -2.011 -2.049 -0.5000 0.2204 -0.1729
H 5.438 2.296 -2.925 -0.1861 0.2243 0.0888
H 3.658 2.448 -2.906 -0.1531 -0.1774 0.0020
H 4.550 2.047 -4.416 -0.2045 0.1070 0.0201
H 2.645 0.066 -3.596 -0.2571 -0.5059 -0.2556
H 3.908 -0.056 -4.866 -0.2721 -0.3431 -0.1690
H 5.070 -1.798 -3.520 0.0295 0.2861 -0.4287
H 3.779 -2.682 -5.401 -0.0885 0.3974 0.0117
H 2.319 -2.837 -4.391 -0.0261 0.4573 0.0187
H 3.728 -3.755 -4.069 0.1408 0.1448 0.2201
H 4.016 -2.932 -1.851 -0.1203 -0.0099 0.1522
H 4.140 -1.364 -1.446 0.0159 0.0261 -0.1542
C -3.746 1.680 0.647 0.0568 -0.8852 -0.6927
O -4.706 2.682 0.901 0.5397 -0.4659 0.6337
C -5.310 2.530 2.181 0.2070 -0.2025 -0.3051
C -4.391 2.989 3.321 -0.9275 0.4782 0.0605
C -5.154 2.816 4.643 -0.0481 1.1133 0.0744
N -4.049 4.405 3.155 -0.3095 0.4304 -0.1695
H -4.182 0.673 0.671 -0.4163 0.0732 -0.1725
H -2.880 1.547 1.304 -0.0308 0.9085 0.3469
H -3.372 1.843 -0.361 -0.0262 0.0761 0.0082
H -6.218 3.131 2.081 0.0424 0.1114 0.5597
H -5.616 1.488 2.362 0.0657 -0.0401 -0.2411
H -3.462 2.416 3.330 -0.1070 -0.1378 -0.0791
H -4.535 2.912 5.536 0.2802 -0.7656 -0.1496
H -5.823 1.959 4.628 0.2970 -0.2363 0.3002
H -5.785 3.701 4.801 -0.2947 -0.1541 -0.4367
H -3.981 4.624 2.161 0.4266 -0.3076 0.0486
H -4.883 4.933 3.412 0.1942 0.0272 0.2419
C -3.997 1.675 -5.070 0.7901 0.2459 -0.8337
O -2.900 2.576 -5.159 -0.3673 0.3012 -0.1036
C -1.639 1.967 -5.298 0.1265 0.2361 0.0888
C -0.612 3.079 -5.505 0.0146 -0.6295 0.3038
C 0.701 2.479 -6.007 0.2229 0.8052 -0.7585
N -0.365 3.826 -4.278 0.2663 0.4663 -0.3801
H -4.900 2.224 -5.324 -0.0555 0.1368 0.3691
H -4.046 1.219 -4.082 -0.1616 -0.1960 0.0122
H -3.865 0.946 -5.877 -0.1738 -0.4272 0.3051
H -1.408 1.425 -4.372 0.1813 -0.2544 -0.1246
H -1.569 1.290 -6.159 -0.4622 -0.1268 0.0151
H -1.034 3.742 -6.264 0.0572 0.1048 0.0502
H 1.293 3.211 -6.566 -0.0332 0.3238 0.4423
H 0.552 1.730 -6.788 -0.1469 -0.4688 0.4983
H 1.323 2.149 -5.175 -0.0527 -0.4285 -0.0934
H -1.229 4.094 -3.826 -0.0405 -0.0716 0.0324
H 0.195 3.274 -3.642 -0.1605 -0.0391 0.1413
Br -0.914 0.996 -1.528 0.5094 -0.2128 -0.4066
C 0.711 -0.048 -1.189 0.2818 0.5379 1.1171
C 1.053 0.137 0.287 -0.1893 -0.8613 -0.3061
Br -0.301 -0.656 1.481 0.3419 0.3509 -0.3165
H 1.575 0.366 -1.708 -0.3731 0.1674 -0.3958
H 0.595 -1.086 -1.483 -0.2742 0.0252 0.0227
H 1.177 1.188 0.525 -0.1722 -0.0002 0.1823
H 1.966 -0.412 0.501 0.0518 0.0427 0.0642
Cl -3.249 -3.435 -2.568 0.2251 0.1277 0.2086
C -3.078 -1.689 -2.360 -0.5489 0.4381 -0.6993
Cl -4.679 -0.926 -2.068 0.5162 -0.1448 0.1876
H -2.367 -1.403 -1.595 -0.2620 -0.3392 0.3637
H -2.739 -1.264 -3.300 0.0405 -0.1472 -0.0500
Cl 6.330 -1.278 3.533 -0.1544 -0.0500 -0.2742
C 5.383 -0.171 2.544 -0.2663 0.9317 0.2159
Cl 4.833 -0.798 0.970 0.2454 -0.0307 0.4577
H 4.516 0.170 3.103 -0.1620 -0.5303 0.0053
H 5.954 0.740 2.384 0.3347 -0.3095 -0.3195
```
Forces are in eV/Å.

ORCA calculation (ωB97M-V/def2-TZVPD) on a cluster of 4 separate species, C20H52BrN4P in total at a distorted geometry.

Kohn-Sham gap in eV: 8.45
Total energy in eV: -106874.1581
LUMO in eV: 0.329
HOMO level in eV: -8.12

The geometry in XYZ format:
```
78
Properties=species:S:1:pos:R:3:forces:R:3
C 2.024 -1.977 6.408 0.0387 0.0045 0.0549
C 1.622 -0.637 5.808 0.0865 -0.0824 0.0984
N 0.489 -0.015 6.472 -0.2430 0.0725 -0.0623
C -0.039 1.131 5.744 -0.0931 -0.0064 -0.1973
C 0.862 2.359 5.585 -0.0671 0.1689 -0.0262
C 0.615 0.161 7.911 0.0485 -0.2217 0.1834
C 1.788 0.999 8.429 0.0077 0.0923 0.1799
H 1.189 -2.679 6.399 -0.0237 0.0554 0.0458
H 2.836 -2.412 5.822 -0.0179 0.0244 -0.0007
H 2.384 -1.876 7.433 -0.0178 -0.0235 -0.0246
H 1.351 -0.816 4.763 -0.1000 0.1778 0.0104
H 2.503 0.021 5.794 0.0944 -0.0139 -0.0522
H -0.980 1.442 6.206 0.0535 -0.0810 0.1284
H -0.319 0.785 4.743 0.0798 -0.1142 0.0369
H 0.921 2.940 6.504 0.0821 -0.0325 0.0056
H 0.447 3.020 4.820 0.0113 -0.0308 -0.0052
H 1.873 2.097 5.271 -0.0159 -0.0091 0.0061
H 0.674 -0.829 8.371 0.0465 -0.0146 -0.1156
H -0.318 0.580 8.298 -0.0276 0.0570 -0.1970
H 2.721 0.778 7.909 -0.0300 -0.0135 -0.0172
H 1.949 0.789 9.490 -0.0066 -0.0122 -0.0377
H 1.591 2.067 8.346 0.0853 0.0090 -0.0782
C 3.479 -2.643 -1.783 0.0198 -0.0248 -0.0703
C 2.002 -2.985 -1.644 0.1446 -0.0152 -0.0489
N 1.119 -2.046 -2.316 -0.2057 0.2237 0.0776
C -0.284 -2.238 -1.973 -0.0716 0.0583 0.2291
C -0.956 -3.549 -2.386 -0.1961 -0.0114 -0.0632
C 1.391 -1.816 -3.728 0.2672 0.1152 -0.1022
C 1.349 -3.021 -4.672 -0.0406 0.0132 -0.1923
H 3.688 -1.640 -1.408 -0.0427 0.0137 -0.0565
H 4.075 -3.351 -1.204 -0.0300 0.0094 -0.0020
H 3.819 -2.706 -2.818 0.0080 0.0224 0.0343
H 1.764 -2.975 -0.576 -0.1952 0.0162 -0.0615
H 1.845 -4.017 -1.989 0.0426 -0.0862 0.0317
H -0.867 -1.402 -2.376 0.1228 0.0306 -0.0991
H -0.374 -2.142 -0.885 0.1287 -0.0229 -0.0049
H -1.190 -3.567 -3.450 0.0706 -0.0606 -0.0099
H -1.904 -3.658 -1.854 0.0294 0.0197 0.0123
H -0.349 -4.423 -2.148 0.0210 0.0275 -0.0127
H 2.377 -1.351 -3.812 0.0070 -0.0707 0.1065
H 0.703 -1.052 -4.099 -0.1085 -0.0553 0.1678
H 1.835 -3.901 -4.248 -0.0056 0.0259 0.0245
H 1.871 -2.778 -5.601 -0.0039 0.0002 0.0394
H 0.329 -3.287 -4.944 0.0077 -0.0931 0.0517
C -4.536 3.417 -4.868 -0.0526 -0.0371 0.0483
C -3.476 2.447 -5.369 -0.1318 0.0518 0.0420
N -2.454 2.137 -4.383 0.3040 -0.0110 0.0431
C -1.321 1.414 -4.943 0.1059 0.1195 -0.1465
C -1.568 0.007 -5.496 0.1376 -0.1494 0.0031
C -2.937 1.644 -3.102 -0.2070 0.1306 0.1639
C -3.778 0.364 -3.101 -0.0261 -0.1291 0.1778
H -4.087 4.351 -4.528 0.0294 -0.0526 0.0473
H -5.231 3.651 -5.677 0.0285 -0.0161 0.0021
H -5.124 2.995 -4.051 0.0141 0.0350 -0.0130
H -2.990 2.913 -6.231 0.1499 -0.1319 0.0384
H -3.975 1.542 -5.744 -0.0740 -0.0127 -0.0707
H -0.526 1.363 -4.191 -0.1144 0.0173 0.1118
H -0.904 2.025 -5.750 -0.1268 0.0524 0.0061
H -1.676 -0.730 -4.699 -0.0976 -0.0078 -0.0295
H -0.711 -0.306 -6.099 -0.0135 0.0258 -0.0024
H -2.449 -0.040 -6.137 -0.0059 0.0206 0.0313
H -3.522 2.436 -2.628 0.0048 0.0254 -0.1185
H -2.084 1.505 -2.431 0.0951 -0.0039 -0.1760
H -4.512 0.346 -3.908 0.0294 0.0267 -0.0084
H -4.327 0.287 -2.159 0.0234 0.0180 -0.0262
H -3.158 -0.529 -3.178 -0.0501 -0.0283 -0.0964
N 2.386 2.462 1.244 0.1344 -0.3704 -0.3464
C 2.044 1.038 1.092 -0.7749 -0.1788 0.4569
C 0.555 0.902 1.579 1.4955 0.7693 -0.3685
P -0.711 1.493 0.333 -1.4355 -0.7752 0.4019
Br -1.284 3.595 1.024 0.5980 -0.5198 -0.3797
H 3.226 2.690 0.721 0.0744 -0.0763 0.1115
H 1.649 3.004 0.798 0.0292 0.0819 0.1255
H 2.655 0.394 1.750 -0.0194 0.4936 -0.1964
H 2.176 0.655 0.062 -0.2032 0.0730 0.3009
H 0.343 -0.115 1.947 -0.2615 0.3104 -0.5802
H 0.496 1.570 2.462 -0.2009 -0.2855 -0.4101
H -0.095 1.695 -0.952 0.5804 0.3927 0.8701
```
Forces are in eV/Å.

- Among the records above, which one has the lowest Kohn-Sham gap?
  C20H52BrN4P

- Among the records above, which one has the highest HOMO level?
  C20H52BrN4P

- What is the formula in the first record?
  C20H52Br2Cl4N4O4

- Look up the LUMO of the second one.
  0.329 eV